The following is a DFT calculation (ωB97M-V/def2-TZVPD) of a 3-piece molecular cluster, C16H36N3O10S2 overall.

XYZ file:
```
67
Properties=species:S:1:pos:R:3:nbo_charge:R:1
C -4.261 -2.552 6.401 -0.37
C -5.378 -2.688 5.382 -0.49
S -6.110 -1.089 4.742 1.99
O -7.603 -0.944 5.214 -0.93
O -5.329 0.117 5.392 -0.94
N -6.009 -0.856 3.017 -0.95
S -5.094 -2.110 2.220 2.03
O -5.077 -1.724 0.688 -0.93
O -5.753 -3.528 2.297 -0.94
C -3.297 -2.236 2.734 -0.77
C -2.600 -0.793 3.144 0.77
O -3.199 0.370 2.827 -0.52
O -1.283 -0.874 3.818 -0.70
H -4.229 -1.676 7.204 0.24
H -3.327 -3.294 6.421 0.20
H -5.705 -3.769 5.013 0.28
H -2.713 -2.703 1.804 0.28
H -3.171 -2.997 3.644 0.26
H -1.056 -1.852 3.971 0.49
C 5.671 -2.532 0.913 -0.25
O 5.258 -1.172 0.920 -0.56
C 4.726 -0.742 -0.340 -0.07
C 3.220 -0.462 -0.216 -0.25
N 2.464 -1.706 -0.039 -0.63
C 1.059 -1.491 0.323 -0.25
C 0.776 -0.822 1.684 -0.09
O 1.143 -1.623 2.808 -0.56
C 2.503 -1.498 3.203 -0.24
H 6.186 -2.737 1.856 0.19
H 4.808 -3.199 0.843 0.16
H 6.365 -2.728 0.091 0.17
H 4.937 -1.458 -1.145 0.17
H 5.234 0.195 -0.590 0.18
H 2.873 0.047 -1.121 0.20
H 3.076 0.210 0.635 0.17
H 2.902 -2.260 0.693 0.35
H 0.585 -2.480 0.332 0.20
H 0.569 -0.916 -0.470 0.19
H -0.309 -0.688 1.757 0.21
H 1.206 0.183 1.759 0.17
H 2.906 -0.501 3.009 0.18
H 3.108 -2.259 2.710 0.15
H 2.560 -1.690 4.278 0.18
C -2.486 3.296 -3.828 -0.25
O -1.785 2.301 -4.562 -0.55
C -1.202 2.804 -5.771 -0.07
C 0.332 2.800 -5.666 -0.24
N 0.800 3.820 -4.723 -0.63
C 2.227 3.708 -4.399 -0.25
C 2.683 2.438 -3.652 -0.08
O 2.175 2.339 -2.321 -0.55
C 0.886 1.748 -2.222 -0.25
H -3.011 2.806 -3.003 0.21
H -1.793 4.028 -3.405 0.16
H -3.226 3.800 -4.457 0.17
H -1.583 3.799 -6.033 0.18
H -1.497 2.116 -6.569 0.18
H 0.760 2.997 -6.655 0.19
H 0.641 1.800 -5.349 0.17
H 0.269 3.743 -3.859 0.36
H 2.471 4.572 -3.770 0.20
H 2.811 3.815 -5.319 0.19
H 3.772 2.498 -3.551 0.19
H 2.486 1.521 -4.218 0.16
H 0.708 0.999 -2.999 0.18
H 0.117 2.520 -2.249 0.17
H 0.814 1.257 -1.248 0.19
```

Calculated values
HOMO-LUMO gap in eV: 7.75
Total energy in hartree: -2343.95710
Charge: -1
Spin multiplicity: 1

The following is a DFT calculation (ωB97M-V/def2-TZVPD) of C16H37AlBr2N2 as an isolated structure.

XYZ file:
```
58
Properties=species:S:1:pos:R:3:nbo_charge:R:1
C -0.127 2.679 -2.625 -0.65
C -0.425 1.495 -3.571 -0.21
Br -0.978 -0.150 -2.590 -0.09
C -1.438 1.794 -4.692 -0.76
Br -0.657 3.006 -6.053 -0.05
Al -3.291 2.471 -4.118 1.35
C -4.425 1.071 -3.169 -1.24
C -3.274 4.157 -2.968 -0.77
N -3.104 5.362 -3.835 -0.86
H -0.413 2.435 -1.598 0.21
H 0.964 2.817 -2.596 0.19
H -0.552 3.622 -2.961 0.26
H 0.526 1.217 -4.040 0.19
H -1.602 0.840 -5.210 0.22
H -4.059 2.866 -5.485 -0.41
H -4.040 0.751 -2.191 0.19
H -4.615 0.207 -3.826 0.21
H -5.413 1.532 -3.006 0.21
H -2.582 4.138 -2.110 0.16
H -4.287 4.235 -2.524 0.18
H -2.851 5.081 -4.769 0.36
H -2.424 6.001 -3.457 0.34
C 0.588 -1.202 5.487 -0.60
C 0.626 -2.099 4.250 -0.41
C 2.040 -2.334 3.710 -0.43
C 2.580 -1.480 2.568 -0.21
N 1.785 -1.312 1.291 -0.22
C 0.779 -0.183 1.379 -0.23
C 1.604 1.092 1.326 -0.41
C 2.758 0.774 0.383 -0.44
C 2.774 -0.741 0.244 -0.20
C 1.248 -2.579 0.641 -0.21
C 0.041 -3.312 1.232 -0.44
C 0.332 -4.676 1.863 -0.60
H 1.072 -0.241 5.299 0.20
H -0.447 -1.012 5.773 0.22
H 1.079 -1.687 6.331 0.21
H -0.044 -1.678 3.508 0.19
H 0.194 -3.064 4.527 0.22
H 2.170 -3.377 3.423 0.22
H 2.744 -2.209 4.538 0.24
H 3.526 -1.923 2.258 0.22
H 2.806 -0.480 2.935 0.22
H 0.134 -0.276 0.515 0.25
H 0.202 -0.242 2.296 0.23
H 1.977 1.357 2.315 0.21
H 1.002 1.932 0.983 0.26
H 3.705 1.155 0.766 0.23
H 2.610 1.236 -0.592 0.25
H 3.746 -1.204 0.390 0.22
H 2.400 -1.021 -0.738 0.24
H 2.106 -3.240 0.514 0.22
H 0.936 -2.248 -0.348 0.24
H -0.607 -3.541 0.382 0.24
H -0.576 -2.690 1.875 0.23
H 1.013 -5.261 1.242 0.21
H -0.593 -5.244 1.965 0.23
H 0.758 -4.618 2.862 0.20
```

Calculated values
HOMO-LUMO gap in eV: 5.45
Total energy in hartree: -6131.67778
Relative energy (zero: lowest compared OMol25 entry of this formula, charge and spin) in kcal per mole: 6.4
Spin multiplicity: 1

The following is a DFT calculation (ωB97M-V/def2-TZVPD) of C16H37AlBrCl6GaN2O6P as an isolated structure.

XYZ file:
```
71
Properties=species:S:1:pos:R:3:lowdin_charge:R:1
C -4.276 -1.231 -3.115 -0.12
C -2.816 -0.751 -2.903 -0.72
P -2.528 0.984 -2.422 0.70
C -2.639 1.091 -0.570 -0.35
Ga -0.232 1.069 -2.968 0.07
H -4.387 -1.605 -4.135 0.07
H -4.486 -2.072 -2.442 0.04
H -5.001 -0.432 -2.972 0.07
H -2.313 -0.826 -3.883 -0.06
H -2.237 -1.384 -2.185 -0.07
H -3.522 1.610 -0.200 0.01
H -1.778 1.671 -0.224 0.03
H -2.546 0.115 -0.061 0.00
H -0.128 0.713 -4.537 -0.10
H 0.437 2.424 -2.542 -0.14
H 0.380 -0.239 -2.158 -0.13
Al -0.590 -2.040 -3.454 0.80
C 3.212 3.862 -3.653 -1.05
Cl 2.317 4.769 -2.424 0.49
Cl 2.145 3.220 -4.917 0.47
H 3.931 4.527 -4.112 0.01
H 3.722 3.040 -3.176 0.00
O 2.288 -6.178 -0.847 -0.60
Cl 1.260 -5.200 -1.188 0.64
O 1.833 -3.874 -1.126 -0.38
O 0.175 -5.298 -0.237 -0.38
O 0.757 -5.444 -2.520 -0.39
C -5.750 1.961 4.075 -0.08
C -5.414 1.607 2.643 -0.52
O -4.309 1.866 2.185 0.01
C -6.478 0.947 1.848 -0.19
H -4.888 2.436 4.546 -0.01
H -6.595 2.652 4.094 0.09
H -6.001 1.056 4.630 0.05
H -7.441 1.643 1.753 -0.19
H -6.758 -0.001 2.326 0.07
H -6.114 0.748 0.841 0.05
Br -8.664 2.502 0.518 -0.39
C 3.224 -2.550 1.602 -0.02
C 2.413 -3.464 2.569 -0.57
C 2.988 -3.284 3.997 -0.05
O 2.585 -4.722 2.187 0.04
H 4.282 -2.809 1.600 0.09
H 2.842 -2.636 0.588 0.05
H 3.126 -1.508 1.922 0.08
H 1.381 -3.064 2.587 0.13
H 4.042 -3.556 4.042 0.08
H 2.441 -3.898 4.711 0.07
H 2.893 -2.239 4.306 0.08
N -3.091 -2.574 0.184 0.34
H -3.454 -2.329 1.109 0.16
H -3.869 -2.800 -0.439 0.14
H -2.575 -1.771 -0.196 0.10
H -2.461 -3.381 0.261 0.16
Cl 3.677 -7.966 -0.674 0.11
N 6.051 3.597 -2.805 0.05
C 6.566 4.738 -2.346 -0.14
C 7.927 4.987 -2.259 -0.07
C 8.804 3.995 -2.668 -0.08
C 8.288 2.802 -3.146 -0.07
C 6.910 2.656 -3.195 -0.14
H 5.842 5.484 -2.034 0.11
H 8.288 5.933 -1.880 0.10
H 9.874 4.150 -2.614 0.10
H 8.937 2.002 -3.474 0.10
H 6.462 1.740 -3.565 0.11
C -3.785 0.463 7.168 -1.00
Cl -3.850 2.161 6.687 0.57
Cl -3.827 -0.635 5.779 0.51
H -2.861 0.292 7.708 0.02
H -4.636 0.250 7.804 0.03
```

Calculated values
HOMO-LUMO gap in eV: 1.67
Total energy in hartree: -9035.89075
Charge: -1
Relative energy (zero: lowest compared OMol25 entry of this formula, charge and spin) in kcal per mole: 0.0
Spin multiplicity: 1

The following is a DFT calculation (ωB97M-V/def2-TZVPD) of C16H37BBeClGaLiMgN3O11P2 as an isolated structure.

XYZ file:
```
75
Properties=species:S:1:pos:R:3:lowdin_charge:R:1
C 2.403 -2.987 2.649 -0.17
C 2.857 -1.612 3.194 -0.50
P 3.784 -0.608 1.946 0.69
C 4.517 0.867 2.805 -0.35
Ga 2.275 0.364 0.405 0.19
C 0.398 0.187 1.246 -0.33
C -0.027 1.297 2.212 -0.81
C -0.266 0.807 3.652 -0.15
Cl 1.069 2.719 2.304 0.64
H 2.959 -3.318 1.765 0.03
H 2.468 -3.714 3.460 0.07
H 1.335 -2.938 2.399 0.05
H 1.977 -1.042 3.518 0.04
H 3.481 -1.788 4.073 0.08
H 3.685 1.375 3.304 0.01
H 5.320 0.597 3.487 0.03
H 4.847 1.530 2.003 0.03
H 2.711 1.856 0.130 -0.08
H 2.460 -0.497 -0.981 -0.12
H 0.312 -0.792 1.733 0.03
H -0.317 0.171 0.412 0.04
H -1.011 1.686 1.848 0.06
H -0.845 -0.117 3.678 0.10
H 0.701 0.718 4.147 0.07
H -0.812 1.590 4.210 0.02
O -0.027 -1.023 -2.986 -0.28
P -1.198 -1.880 -3.344 0.72
N -0.689 -3.292 -2.413 -0.30
C -0.721 -4.634 -2.840 -0.21
C -0.557 -3.116 -0.961 -0.09
N -0.833 -2.095 -5.002 -0.33
C -0.764 -3.365 -5.689 -0.13
C 0.110 -1.153 -5.609 -0.11
N -2.788 -2.528 -3.616 -0.27
C -3.618 -1.640 -4.485 -0.10
C -3.599 -2.740 -2.386 -0.11
H -1.703 -4.992 -3.168 0.13
H -0.409 -5.328 -2.034 0.07
H 0.003 -4.795 -3.682 0.00
H -1.525 -3.136 -0.450 0.08
H -0.085 -2.158 -0.734 0.06
H 0.078 -3.887 -0.510 0.08
H 0.226 -3.844 -5.564 0.07
H -0.917 -3.227 -6.761 0.10
H -1.544 -4.057 -5.373 0.08
H 1.149 -1.404 -5.367 0.09
H -0.085 -0.136 -5.286 0.08
H 0.004 -1.161 -6.695 0.09
H -3.770 -0.660 -4.028 0.09
H -4.589 -2.099 -4.662 0.09
H -3.161 -1.492 -5.458 0.08
H -3.634 -1.848 -1.758 0.09
H -3.219 -3.571 -1.793 0.07
H -4.618 -3.013 -2.652 0.09
Li 3.532 -2.311 -0.531 0.60
B -1.134 7.209 2.194 -0.79
O -0.685 6.494 3.463 0.35
C -1.288 5.378 3.471 -0.37
O -1.252 4.447 4.287 0.13
C -2.175 5.228 2.262 -0.29
O -2.879 4.179 2.081 0.10
O -2.115 6.225 1.529 0.38
O -1.787 8.451 2.503 0.25
C -1.117 9.451 1.873 -0.35
O -1.395 10.599 1.922 0.23
C 0.034 8.820 1.110 -0.35
O 0.838 9.373 0.443 0.23
O -0.016 7.480 1.330 0.24
Mg 1.521 -5.539 -2.902 1.27
O 4.080 -5.458 -1.533 -0.42
H 4.394 -6.370 -1.462 -0.08
Be -2.644 3.196 3.299 0.93
O -0.023 1.316 6.732 -0.05
H 0.679 1.637 7.309 0.05
H -0.367 2.116 6.325 0.01
```

Calculated values
HOMO-LUMO gap in eV: 2.34
Total energy in hartree: -4938.04931
Charge: +2
Spin multiplicity: 1

The following is a DFT calculation (ωB97M-V/def2-TZVPD) of C16H37MnN6OSi4 as an isolated structure.

XYZ file:
```
65
Properties=species:S:1:pos:R:3:nbo_charge:R:1
Mn 0.593 -0.223 0.048 1.29
O -0.133 0.101 2.177 -0.75
C -1.458 -0.440 2.214 -0.11
C -1.407 -1.822 1.619 0.21
C -2.353 -2.771 1.970 -0.23
C -2.255 -4.043 1.436 -0.11
C -1.199 -4.330 0.583 -0.24
C -0.307 -3.324 0.274 0.07
N -0.411 -2.081 0.762 -0.60
H -0.154 1.030 2.451 0.52
H -2.138 0.192 1.632 0.21
H -1.812 -0.494 3.245 0.21
H -3.139 -2.514 2.667 0.24
H -2.979 -4.804 1.693 0.24
H -1.066 -5.316 0.163 0.24
H 0.524 -3.507 -0.389 0.21
N 4.103 -3.082 -1.354 -0.59
N 3.030 -2.413 -1.906 0.20
N 2.830 -2.338 -3.195 -0.23
C 1.662 -1.710 -3.252 0.15
N 1.185 -1.431 -2.035 -0.33
N 2.081 -1.903 -1.181 -0.13
H 4.789 -3.206 -2.092 0.40
H 4.499 -2.511 -0.613 0.39
H 1.165 -1.464 -4.172 0.24
C -1.164 3.768 -3.126 -1.11
Si 0.506 2.946 -2.801 1.31
C 0.749 1.566 -4.061 -1.11
C 1.858 4.223 -3.086 -1.12
Si 0.132 2.063 -0.641 -0.70
Si 2.593 1.655 0.074 1.15
C 3.117 3.467 0.159 -1.10
C 3.654 0.949 -1.341 -1.11
C 3.134 0.813 1.701 -1.12
Si -0.337 3.779 0.911 1.30
C 0.333 3.375 2.646 -1.14
C -2.220 3.832 1.027 -1.11
C 0.226 5.502 0.393 -1.11
H -1.176 4.233 -4.116 0.24
H -1.373 4.552 -2.397 0.23
H -1.981 3.046 -3.090 0.24
H 0.793 1.993 -5.066 0.25
H -0.079 0.855 -4.025 0.23
H 1.681 1.025 -3.893 0.22
H 1.936 4.397 -4.163 0.25
H 2.844 3.909 -2.746 0.23
H 1.620 5.178 -2.613 0.25
H 2.793 4.034 -0.704 0.24
H 4.209 3.534 0.218 0.24
H 2.721 3.950 1.053 0.23
H 3.128 0.933 -2.296 0.23
H 4.008 -0.062 -1.127 0.20
H 4.544 1.569 -1.467 0.25
H 3.418 1.581 2.422 0.26
H 4.014 0.193 1.519 0.24
H 2.388 0.179 2.187 0.23
H 1.095 2.590 2.688 0.22
H -0.477 3.118 3.334 0.24
H 0.815 4.267 3.053 0.26
H -2.650 2.841 1.188 0.22
H -2.651 4.230 0.106 0.24
H -2.546 4.477 1.847 0.24
H 1.293 5.564 0.197 0.24
H -0.010 6.221 1.181 0.25
H -0.303 5.821 -0.507 0.24
```

Calculated values
⟨S²⟩: 8.763
HOMO-LUMO gap (alpha / beta) in eV: 6.95 / 7.17
Total energy in hartree: -3344.41342
Charge: +1
Relative energy (zero: lowest compared OMol25 entry of this formula, charge and spin) in kcal per mole: 26.0
Spin multiplicity: 6

The following is a DFT calculation (ωB97M-V/def2-TZVPD) of C16H37NbO2PS as an isolated structure.

XYZ file:
```
58
Properties=species:S:1:pos:R:3:nbo_charge:R:1
C 0.609 -3.585 1.291 -0.63
C 2.130 -3.754 1.147 -0.39
C 2.839 -2.482 0.707 -0.40
C 2.474 -2.034 -0.711 -0.41
C 3.643 -1.397 -1.461 -0.39
C 4.290 -0.201 -0.745 -0.41
C 4.285 1.086 -1.573 -0.38
C 2.917 1.485 -2.145 -0.41
C 2.291 2.722 -1.477 -0.39
C 0.775 2.600 -1.280 -0.82
Nb 0.068 1.591 0.591 1.47
C -2.080 2.273 0.626 -0.93
C -3.172 1.382 1.245 -0.40
C -4.592 1.965 1.085 -0.43
C -5.485 1.295 0.022 -0.07
O -4.829 0.297 -0.771 -0.51
C -5.033 -0.976 -0.400 0.80
C -4.911 -1.928 -1.550 -0.72
O -5.289 -1.325 0.751 -0.60
P 0.110 0.824 3.089 0.33
S -1.024 -0.787 3.341 -0.67
H 0.319 -3.403 2.323 0.23
H 0.273 -2.709 0.735 0.23
H 0.065 -4.434 0.881 0.19
H 2.370 -4.583 0.478 0.18
H 2.534 -4.033 2.126 0.19
H 2.632 -1.671 1.410 0.22
H 3.920 -2.655 0.759 0.18
H 2.115 -2.892 -1.286 0.19
H 1.664 -1.303 -0.665 0.24
H 4.399 -2.173 -1.621 0.18
H 3.309 -1.088 -2.452 0.20
H 5.331 -0.455 -0.534 0.19
H 3.824 -0.001 0.220 0.22
H 5.006 0.952 -2.386 0.18
H 4.661 1.912 -0.964 0.20
H 2.207 0.660 -2.084 0.21
H 3.048 1.725 -3.202 0.19
H 2.520 3.586 -2.114 0.17
H 2.780 2.922 -0.524 0.21
H 0.347 3.606 -1.224 0.22
H 0.349 2.061 -2.132 0.21
H 0.842 3.108 1.348 -0.40
H 1.687 0.706 0.674 -0.33
H -0.466 0.009 -0.202 -0.40
H -2.366 2.496 -0.409 0.22
H -2.068 3.207 1.205 0.22
H -3.107 0.364 0.877 0.22
H -2.977 1.319 2.315 0.21
H -5.129 1.946 2.034 0.20
H -4.485 3.015 0.806 0.19
H -6.376 0.865 0.477 0.19
H -5.830 2.043 -0.691 0.18
H -4.512 -1.447 -2.436 0.23
H -5.884 -2.371 -1.751 0.23
H -4.238 -2.729 -1.244 0.24
H 1.424 0.529 3.486 -0.02
H -0.204 1.867 3.988 -0.04
```

Calculated values
HOMO-LUMO gap in eV: 6.86
Total energy in hartree: -1578.66966
Charge: -1
Spin multiplicity: 1